# 1
Here is 5 unconnected molecules or ions with the total composition C51H70N2O5 at a distorted geometry from the OMol25 dataset. Energies are from ωB97M-V with the def2-TZVPD basis set.

```
128
C51H70N2O5 | the OMol25 dataset | ωB97M-V with the def2-TZVPD basis set
C 0.174 -4.506 -0.955
C 1.375 -3.456 -0.600
C 1.048 -2.675 0.760
N 0.106 -1.550 0.680
C 0.494 -0.346 -0.053
C 1.902 -0.113 -0.743
C 3.216 -0.319 0.105
C 4.314 -1.241 -0.548
C 5.684 -1.537 0.089
C 6.021 -0.948 1.479
C 4.970 -0.041 2.148
C 5.282 0.597 3.605
C 3.596 0.291 1.465
N 0.535 0.687 1.077
C -0.793 0.492 1.699
O -1.008 0.237 2.895
C -1.787 0.781 0.449
C -3.317 0.304 0.511
C -3.583 -1.163 1.097
O -3.592 -1.221 2.554
C -3.399 -2.570 3.022
C -1.904 -3.128 2.901
O -1.900 2.218 0.384
C -2.174 2.887 1.616
C -0.921 3.746 2.218
C -0.858 0.236 -0.798
C -0.643 1.518 -1.788
C 0.125 1.183 -3.162
C -0.788 1.395 -4.495
C -0.003 0.722 -5.755
C -0.957 2.998 -4.742
C -1.587 -0.784 -1.844
O -0.638 -1.790 -2.362
O -1.197 -2.294 -3.505
H -0.758 -4.149 -0.377
H 0.453 -5.587 -0.719
H -0.055 -4.360 -2.073
H 1.553 -2.805 -1.514
H 2.310 -4.106 -0.451
H 0.547 -3.468 1.443
H 2.043 -2.452 1.306
H -0.813 -1.945 0.457
H 1.988 -0.711 -1.729
H 1.925 0.992 -1.093
H 4.103 -1.704 -1.571
H 6.412 -2.191 -0.495
H 7.045 -1.206 1.924
H 4.330 0.377 4.223
H 6.113 -0.010 4.130
H 5.507 1.712 3.559
H 2.864 0.990 1.977
H 0.757 1.618 0.694
H -4.027 0.999 1.072
H -3.719 0.284 -0.575
H -2.935 -1.992 0.656
H -4.671 -1.427 0.789
H -4.129 -3.325 2.554
H -3.652 -2.559 4.150
H -1.699 -3.706 1.918
H -1.746 -3.879 3.752
H -1.085 -2.341 2.986
H -2.953 3.710 1.364
H -2.700 2.262 2.426
H -0.840 3.600 3.361
H 0.011 3.406 1.657
H -1.080 4.857 2.015
H 0.019 2.296 -1.246
H -1.653 1.975 -2.115
H 0.693 0.190 -3.171
H 0.956 1.982 -3.290
H -1.830 0.950 -4.407
H 0.343 -0.346 -5.504
H -0.765 0.675 -6.623
H 0.890 1.401 -6.033
H -0.425 3.613 -3.935
H -0.699 3.310 -5.806
H -2.083 3.210 -4.600
H -2.387 -1.437 -1.317
H -2.152 -0.241 -2.672
H -0.798 -1.842 -4.292
C 7.408 4.026 7.678
C 7.586 2.762 8.229
C 6.721 1.726 7.890
C 5.676 1.956 7.001
C 5.492 3.223 6.456
C 6.359 4.258 6.793
H 8.086 4.832 7.937
H 8.400 2.583 8.925
H 6.863 0.739 8.318
H 5.003 1.148 6.734
H 4.673 3.404 5.767
H 6.217 5.245 6.366
C 5.275 2.057 -9.404
C 4.297 1.119 -9.090
C 3.696 1.134 -7.835
C 4.075 2.085 -6.893
C 5.059 3.018 -7.205
C 5.658 3.006 -8.460
H 5.739 2.050 -10.385
H 4.003 0.375 -9.823
H 2.931 0.404 -7.591
H 3.604 2.099 -5.916
H 5.359 3.757 -6.468
H 6.424 3.734 -8.704
C -3.542 -5.424 -0.918
C -4.848 -4.978 -0.743
C -5.727 -5.696 0.062
C -5.301 -6.863 0.689
C -3.997 -7.314 0.507
C -3.117 -6.594 -0.296
H -2.855 -4.861 -1.541
H -5.182 -4.069 -1.234
H -6.745 -5.346 0.202
H -5.985 -7.421 1.319
H -3.667 -8.227 0.991
H -2.100 -6.945 -0.436
C -8.280 1.946 1.834
C -7.173 1.658 2.627
C -6.441 2.691 3.203
C -6.812 4.014 2.981
C -7.913 4.303 2.181
C -8.648 3.269 1.608
H -8.855 1.140 1.391
H -6.882 0.626 2.798
H -5.580 2.466 3.824
H -6.243 4.820 3.432
H -8.200 5.334 2.003
H -9.508 3.494 0.986
```

Computed properties:
Maximum force in hartree/bohr: 0.0873
HOMO in eV: -8.4
SMILES string: CCCN[C@]1(Cc2cccc(C)c2)NC(=O)[C@@](CCOCC)(OCC)[C@]1(CCC(C)C)COO.c1ccccc1.c1ccccc1.c1ccccc1.c1ccccc1
Multiplicity: 1
Frontier orbital gap in eV: 8.82

Results of the Löwdin charge analysis, in e, for atoms 1 through 5: -0.114 -0.212 -0.199 0.029 -0.326

=====

# 2
Here is a molecular structure, C51H71N7O5S3Ti from the OMol25 dataset. Energies are from ωB97M-V with the def2-TZVPD basis set.

```
138
C51H71N7O5S3Ti | the OMol25 dataset | ωB97M-V with the def2-TZVPD basis set
Ti 1.289 1.862 0.195
C -1.344 -0.619 -6.171
C -1.658 -1.357 -4.861
C -3.124 -1.807 -4.877
C -0.784 -2.610 -4.797
C -1.400 -0.411 -3.685
C -0.425 -0.675 -2.734
C -0.181 0.254 -1.726
N 0.800 0.226 -0.743
C 1.669 -0.853 -0.536
C 1.393 -2.207 -0.664
C 2.385 -3.129 -0.358
C 3.630 -2.652 0.060
C 3.933 -1.302 0.214
C 2.910 -0.398 -0.094
O 2.983 0.943 0.030
C 5.292 -0.810 0.711
C 5.116 -0.065 2.042
C 5.906 0.141 -0.328
C 6.272 -1.961 0.937
C 2.143 -4.637 -0.430
C 3.158 -5.280 -1.385
C 2.305 -5.245 0.970
C 0.738 -4.971 -0.934
C -0.860 1.473 -1.700
O -0.375 2.321 -0.777
C -1.915 1.728 -2.586
C -2.137 0.770 -3.575
C -2.784 2.981 -2.454
C -1.927 4.256 -2.511
C -3.835 3.079 -3.564
C -3.513 2.928 -1.105
H -1.520 -1.274 -7.028
H -0.300 -0.299 -6.191
H -1.969 0.268 -6.288
H -3.298 -2.487 -5.715
H -3.805 -0.962 -4.989
H -3.383 -2.326 -3.953
H -1.000 -3.247 -5.657
H -0.982 -3.191 -3.893
H 0.279 -2.366 -4.823
H 0.173 -1.571 -2.787
H 0.401 -2.527 -0.943
H 4.394 -3.378 0.305
H 4.494 0.819 1.916
H 6.090 0.243 2.431
H 4.642 -0.711 2.786
H 5.248 0.988 -0.516
H 6.083 -0.383 -1.271
H 6.867 0.519 0.035
H 5.922 -2.640 1.718
H 7.235 -1.556 1.256
H 6.438 -2.539 0.025
H 4.183 -5.119 -1.051
H 3.062 -4.859 -2.389
H 2.990 -6.358 -1.447
H 3.308 -5.075 1.364
H 2.132 -6.324 0.938
H 1.591 -4.801 1.665
H 0.562 -4.564 -1.933
H -0.035 -4.588 -0.264
H 0.619 -6.054 -0.991
H -2.910 0.955 -4.306
H -1.165 4.180 -3.290
H -1.431 4.432 -1.557
H -2.553 5.122 -2.736
H -3.374 3.181 -4.549
H -4.455 3.961 -3.389
H -4.503 2.213 -3.586
H -2.807 2.789 -0.286
H -4.226 2.099 -1.084
H -4.067 3.857 -0.939
N 2.199 3.298 -1.206
C 1.525 4.612 -1.185
C 1.196 5.012 0.247
N 0.526 3.906 0.949
H 3.193 3.357 -0.999
H 2.119 2.863 -2.121
H 0.607 4.503 -1.758
H 2.136 5.388 -1.652
H 0.592 5.924 0.235
H 2.112 5.239 0.787
H -0.450 3.824 0.678
H 0.581 4.033 1.953
O 0.151 -1.060 3.031
C 0.644 -0.552 4.181
C 0.416 -1.304 5.335
C 0.907 -0.889 6.554
C 1.647 0.288 6.655
C 1.883 1.030 5.518
C 1.388 0.639 4.270
C 1.709 1.451 3.077
O 1.022 1.195 1.996
N 2.657 2.330 3.145
N 2.975 2.895 1.905
C 3.989 3.660 2.024
S 4.850 3.844 3.544
C 6.072 5.015 2.890
C 6.313 4.695 1.426
S 4.687 4.521 0.658
H 0.256 -0.387 2.330
H -0.152 -2.220 5.235
H 0.716 -1.488 7.436
H 2.035 0.614 7.610
H 2.465 1.941 5.564
H 6.984 4.888 3.472
H 5.717 6.039 3.009
H 6.884 3.775 1.303
H 6.823 5.510 0.913
C -6.750 -1.449 4.229
C -5.570 -0.645 3.701
C -5.619 -0.519 2.183
N -4.545 0.312 1.642
C -3.231 0.025 1.749
S -2.055 1.166 1.955
N -2.854 -1.309 1.709
C -3.372 -2.394 1.000
O -3.076 -3.517 1.341
C -4.213 -2.123 -0.202
C -5.202 -3.054 -0.506
C -6.033 -2.854 -1.595
C -5.863 -1.730 -2.393
C -4.849 -0.825 -2.113
C -4.018 -1.015 -1.021
H -6.692 -1.571 5.310
H -6.775 -2.445 3.783
H -7.697 -0.957 3.999
H -4.630 -1.126 3.985
H -5.557 0.354 4.144
H -6.559 -0.061 1.868
H -5.600 -1.503 1.722
H -4.702 1.308 1.692
H -1.984 -1.506 2.195
H -5.309 -3.925 0.127
H -6.809 -3.574 -1.823
H -6.509 -1.570 -3.248
H -4.681 0.031 -2.755
H -3.212 -0.312 -0.836
```

Computed properties:
Maximum force in hartree/bohr: 0.0106
HOMO in eV: -6.7
Multiplicity: 1
ΔE to the lowest compared entry with this formula, charge and spin in kcal/mol: 3.2
Frontier orbital gap in eV: 6.73

Results of the Löwdin charge analysis, in e, for atoms 1 through 5: 1.119 -0.047 -0.549 -0.049 -0.065